# 1
13
Properties=species:S:1:pos:R:3:forces:R:3:nbo_charge:R:1 method="wB97M-V/def2-TZVPD" smiles="O=C1C=C(Cl)CNN1"
O 1.34156 -0.61275 2.32667 -0.92 0.55 -1.94 -0.56
C 0.79269 -0.32965 1.25710 2.18 -1.70 0.77 0.63
C -0.38113 0.53679 1.19231 0.63 2.01 2.12 -0.36
C -1.08163 0.68306 0.10327 -2.77 -0.86 -0.45 0.10
Cl -2.63882 1.53395 -0.08909 1.26 -0.18 0.57 0.00
C -0.74688 -0.17473 -1.05827 -0.37 1.46 -0.64 -0.32
N 0.69320 0.00525 -1.07979 1.96 -1.65 -0.69 -0.46
N 1.29884 -0.88333 -0.00479 1.19 2.47 1.13 -0.51
H -0.44057 1.22609 2.05650 -0.42 -0.81 -0.41 0.25
H -1.23394 0.40482 -1.90628 0.93 -1.39 0.40 0.24
H -1.09281 -1.21848 -0.93039 0.01 0.41 -0.29 0.22
H 1.06293 -0.43604 -1.91606 -0.07 0.08 -0.18 0.36
H 2.42657 -0.73498 0.04883 -3.62 -0.38 -0.39 0.41

---

# 2
14
Properties=species:S:1:pos:R:3:forces:R:3:nbo_charge:R:1 method="wB97M-V/def2-TZVPD" smiles=[O-][N+]#CCCl.CC#[N+][O-]
O 0.77845 -1.53246 -0.14903 -0.07 -1.05 -0.22 -0.45
N 1.33074 -0.50184 0.11901 -1.49 -2.45 -0.55 0.21
C 1.69874 0.52188 0.40522 2.02 3.18 0.28 0.20
C 2.49493 1.71842 0.57393 0.29 1.11 2.84 -0.46
Cl 4.08335 1.68785 -0.33627 -0.88 -0.12 0.58 -0.04
H 2.69521 1.76614 1.78751 -0.14 0.24 -3.23 0.26
H 1.95530 2.65376 0.25318 0.50 -1.17 0.38 0.27
C -2.61008 -1.70597 -0.37189 -0.07 -3.47 0.39 -0.72
C -2.00495 -0.41681 -0.49078 1.87 2.42 -0.03 0.22
N -1.36403 0.55732 -0.40502 -1.90 -2.56 -0.27 0.19
O -0.74658 1.58866 -0.34962 0.34 0.91 -0.03 -0.46
H -3.70778 -1.62448 -0.53209 0.63 -0.09 0.67 0.25
H -2.30970 -2.51580 -1.17483 -0.06 1.93 1.38 0.26
H -2.29362 -2.19669 0.67064 -1.04 1.13 -2.20 0.26

---

# 3
13
Properties=species:S:1:pos:R:3:forces:R:3:nbo_charge:R:1 method="wB97M-V/def2-TZVPD" smiles="N/N=C1/SC=C[C@@H]1Cl"
N -1.86288 1.68715 0.13224 0.45 -0.77 0.05 -0.65
N -0.56362 1.79954 -0.32819 -0.09 -0.82 0.17 -0.22
C 0.11336 0.71882 -0.30940 0.45 0.96 0.50 0.04
S 1.83754 0.88020 -0.68369 0.27 -0.83 -0.11 0.31
C 2.15273 -0.77357 -0.11214 -0.58 -0.33 0.31 -0.33
C 1.06478 -1.43128 0.35959 0.75 2.25 -0.79 -0.25
C -0.25091 -0.63220 0.25413 1.71 -0.53 0.40 -0.32
Cl -1.36239 -1.50692 -0.78002 -0.98 -0.60 -0.98 -0.04
H -2.35288 2.51890 -0.08487 -0.48 0.72 -0.25 0.37
H -2.32939 0.87135 -0.24722 -0.20 0.02 0.07 0.36
H 3.19440 -1.17328 -0.15509 -1.14 0.43 0.07 0.24
H 1.15056 -2.40562 0.76247 -0.32 -0.81 0.29 0.23
H -0.79131 -0.55310 1.19220 0.15 0.31 0.26 0.25

---

Ordered ΔE to the lowest compared entry with this formula, charge and spin results: 2.441; 6.909; 1.474; unit eV.
Ordered HOMO-LUMO gap results: 0.35354; 0.35898; 0.32469; unit Eh.